A cluster of 7 separate species, C20H48N5O6 in total. Source: OMol25; level of theory: ωB97M-V/def2-TZVPD.

```
79
Properties=species:S:1:pos:R:3:forces:R:3
N 0.287620 0.124850 -0.000808 1.021 0.346 0.882
H 1.249844 0.225960 -0.458641 -0.236 0.710 -0.358
H -0.315822 0.930182 -0.294081 -0.299 -0.218 -1.139
H 0.360882 0.272073 1.028661 0.222 -0.749 -0.349
H 0.012093 -0.835066 -0.208780 -0.706 0.204 0.092
N 0.830135 1.028237 -3.827433 0.627 -0.335 -0.252
H -0.130367 0.718414 -3.571720 0.267 0.404 -0.108
H 0.920260 1.769661 -4.512920 -0.640 0.033 0.052
H 1.471667 0.247931 -4.168981 0.571 -0.879 -0.169
H 1.395349 1.251374 -2.978149 -0.196 -0.126 0.546
N 1.916900 3.448396 -1.034115 -0.032 0.350 -1.197
H 2.544236 3.910989 -0.382932 -0.519 -0.156 0.472
H 2.014263 4.002923 -1.892188 -0.526 -0.018 0.223
H 0.850137 3.324983 -0.795245 0.690 -0.162 0.014
H 2.347766 2.485233 -1.328545 -0.437 -1.108 0.453
C -2.442862 2.319288 -3.970384 -0.031 0.874 0.015
C -1.888025 1.935503 -2.755485 -0.462 -0.788 -1.077
C -1.416569 2.981830 -1.784708 0.854 1.401 1.180
O -0.741740 2.596143 -0.729861 0.268 -0.147 -0.245
C -1.595894 4.331165 -2.044173 0.290 -1.418 -0.406
C -2.131619 4.755946 -3.308448 -0.688 -0.562 0.727
C -2.733904 3.689087 -4.271139 0.215 -0.092 0.050
O -3.409490 4.098610 -5.208081 0.101 -0.180 -0.071
O -2.220426 5.923750 -3.598026 0.108 1.326 -0.607
O -1.690971 0.713240 -2.487493 0.484 -0.170 0.617
H -2.729112 1.582095 -4.708867 -0.110 -0.188 0.177
H -1.211758 5.084669 -1.369498 -0.018 0.019 0.102
O 2.379298 0.902876 -1.575194 -0.421 0.446 0.015
C 3.494654 0.131629 -1.988499 1.022 1.209 1.195
C 3.249688 -1.006077 -2.941488 -1.127 -1.501 -1.020
O 2.903244 -0.771577 -4.245160 -0.448 1.383 -0.029
H 3.992429 -0.267197 -1.073496 -0.234 -0.299 -0.170
H 4.260610 0.847469 -2.351271 -0.059 -0.340 -0.533
H 2.409721 -1.619148 -2.507581 0.149 0.120 0.662
H 4.099486 -1.723572 -2.910934 0.326 0.345 0.350
C 2.154506 -1.691867 2.150384 0.013 -0.454 1.674
C 2.166213 -0.306896 2.790178 1.183 0.687 -0.982
N 0.882420 0.339258 2.919063 -0.359 -0.898 -0.526
C 0.902922 1.783003 2.875612 -0.806 0.913 0.336
C -0.506337 2.353971 2.985691 -0.337 0.066 0.124
C 0.055417 -0.278890 3.930049 -0.475 0.651 1.529
C 0.556256 0.068945 5.343168 0.396 -0.020 -0.312
H 3.194651 -1.997219 2.031610 -0.065 0.044 -0.643
H 1.520795 -1.838822 1.283361 0.231 0.199 -0.274
H 1.805822 -2.393554 2.923932 -0.221 -0.023 -0.264
H 2.774371 -0.371793 3.708339 -0.431 0.014 0.232
H 2.779181 0.375070 2.183136 -0.153 -0.182 -0.217
H 1.260097 2.132962 1.902974 0.488 -0.309 0.059
H 1.491533 2.257630 3.676452 0.358 -0.186 -0.176
H -1.173282 1.836531 2.293529 -0.098 0.028 0.071
H -0.559261 3.412648 2.731781 0.293 -0.024 -0.137
H -0.892867 2.281168 4.004165 -0.095 -0.175 -0.056
H -0.982251 0.049335 3.894785 0.032 0.182 -0.471
H -0.009027 -1.360697 3.821397 0.337 -0.032 -0.302
H -0.151318 -0.222461 6.116864 0.148 -0.248 0.069
H 1.540111 -0.385150 5.471050 -0.154 -0.190 0.475
H 0.731577 1.142015 5.449577 -0.224 0.036 -0.074
C -2.381095 -1.289257 1.661759 0.076 -0.758 -0.055
C -1.862968 -2.706621 1.392410 -2.055 -0.901 -0.545
N -1.186377 -2.868625 0.123729 1.566 0.571 0.223
C -1.867480 -2.261255 -0.998531 0.346 0.277 -1.459
C -3.283237 -2.720146 -1.355609 -0.800 0.829 1.351
C -0.697454 -4.205800 -0.192632 -0.259 -0.253 1.465
C -0.001210 -4.899149 0.984350 0.663 -0.162 -0.499
H -2.940532 -0.835144 0.847696 0.179 -0.107 -0.206
H -1.514777 -0.678141 1.899188 -0.297 0.359 0.238
H -3.103684 -1.391172 2.474790 0.362 0.382 0.316
H -1.351214 -3.067041 2.285137 0.759 0.237 -0.341
H -2.733258 -3.411337 1.363052 -0.104 0.360 0.188
H -1.817818 -1.174107 -0.927437 -0.455 0.000 0.056
H -1.256295 -2.430164 -1.894633 0.186 -0.210 0.235
H -3.596226 -2.364805 -2.334499 0.351 -0.383 -0.266
H -3.473646 -3.778752 -1.178583 0.184 -0.104 -0.460
H -3.999597 -2.202854 -0.695256 0.106 -0.187 0.054
H 0.080946 -4.174422 -0.953333 -0.509 0.238 -0.526
H -1.561725 -4.833504 -0.470784 0.297 -0.105 -0.382
H 0.975265 -4.451899 1.195769 -0.241 0.379 0.160
H 0.281890 -5.900713 0.643903 -0.362 -0.105 0.204
H -0.582768 -4.952163 1.898043 -0.081 -0.171 0.020
```
Positions in Å, forces in eV/Å.

Properties
Total charge: -1
LUMO, eV: 2.03
E_tot, hartree: -1516.0104

***

A cluster of 12 separate species, C20H48N8O28 in total. Source: OMol25; level of theory: ωB97M-V/def2-TZVPD.

```
104
Properties=species:S:1:pos:R:3:forces:R:3
C 3.505709 30.402580 20.607541 0.237 1.133 0.989
O 3.801574 29.207361 19.911018 -0.248 -0.306 0.010
C 2.729475 28.516279 19.496232 0.183 0.474 0.321
O 1.590009 28.809309 19.706040 -0.551 -0.049 -0.074
O 3.161712 27.458736 18.835167 0.976 -0.910 -0.506
C 2.185877 26.606923 18.260714 -1.737 0.222 0.597
H 3.631444 31.269996 19.960878 -0.150 -0.131 -0.211
H 4.199437 30.536891 21.439448 0.377 -0.378 -0.278
H 2.534432 30.446742 21.097105 -0.232 -0.400 -0.538
H 1.365324 26.457181 18.967263 0.017 0.174 0.066
H 2.532095 25.598229 18.066960 0.724 0.291 -0.155
H 1.729651 27.074456 17.389160 0.276 -0.101 -0.232
C -3.072398 19.665404 15.203764 0.778 0.729 1.178
O -2.999643 20.135110 13.866785 0.017 -0.228 -0.675
C -2.544744 21.394462 13.696475 -0.971 -0.860 1.427
O -2.450941 22.187884 14.598926 0.347 0.245 -0.550
O -2.313848 21.555667 12.411459 0.836 0.005 -1.014
C -1.767350 22.800235 12.023368 0.327 2.240 0.262
H -2.108576 19.862555 15.679275 0.002 -0.098 0.056
H -3.252212 18.598313 15.278962 -0.188 -0.001 -0.724
H -3.798011 20.203956 15.812900 -0.247 0.038 -0.299
H -1.031447 23.241239 12.702188 -0.339 -0.466 0.766
H -2.546762 23.556951 11.937282 -0.228 -0.149 0.069
H -1.196512 22.887478 11.098961 -0.834 -1.441 -0.394
C -0.590855 27.641020 12.264955 -0.907 -0.410 0.571
O 0.641323 27.701864 12.964070 -0.075 0.146 1.008
C 1.112899 26.593361 13.484940 -0.044 -0.863 -1.058
O 0.699369 25.475938 13.276183 -0.083 -0.123 0.423
O 2.194397 26.897549 14.182440 0.334 0.997 0.758
C 3.095973 25.886615 14.535274 0.448 -1.211 0.151
H -0.875305 28.687282 12.167147 -0.354 -0.909 0.724
H -1.330188 27.055899 12.807800 0.105 -0.216 0.128
H -0.404424 27.254104 11.261569 -0.335 -0.485 0.602
H 3.913932 26.280918 15.138031 -0.365 0.642 0.078
H 3.573790 25.454041 13.651230 -0.308 -0.145 -0.123
H 2.611699 25.107098 15.126250 -0.069 -0.104 -0.199
C -2.676044 28.993041 10.352122 -0.386 -0.564 2.509
O -1.739535 28.952563 9.314863 -0.618 -0.054 -1.073
C -0.458489 29.078222 9.596486 1.157 0.943 -0.500
O 0.055841 29.158676 10.677824 0.516 1.606 -1.296
O 0.220105 29.164715 8.455193 -0.075 -0.261 -0.345
C 1.646384 29.258225 8.620102 0.230 -0.196 -0.347
H -3.709761 29.059676 10.024509 0.267 0.191 -0.738
H -2.501901 29.764147 11.105926 0.175 0.470 -0.541
H -2.624954 28.098435 10.985952 -0.012 -0.048 -0.502
H 1.959975 30.260331 8.899970 -0.191 -0.030 0.325
H 2.099953 29.041967 7.654833 -0.285 -0.062 -0.092
H 1.984912 28.511249 9.330750 0.038 0.166 0.128
C 6.838207 25.828239 13.936261 0.367 0.078 -0.514
N 6.186133 26.822007 13.028420 -1.115 0.511 0.086
O 6.007742 27.930316 13.501606 0.646 0.038 -0.097
O 5.615239 26.435829 12.023793 0.891 -0.349 0.042
H 6.001397 25.752664 14.625949 0.494 -0.829 0.387
H 7.747086 26.195208 14.404387 -0.349 0.691 0.100
H 7.147593 24.942509 13.392259 -0.772 -0.178 -0.044
C 3.989859 21.709504 13.047556 -0.885 0.570 -0.735
N 5.272914 21.745823 13.779579 0.633 0.350 0.067
O 5.899340 22.800745 13.740806 -0.397 -0.234 -0.058
O 5.657517 20.769517 14.377148 -0.349 -0.220 -0.141
H 3.677441 22.739035 12.885042 -0.014 0.026 0.406
H 3.233107 21.129778 13.564564 0.296 -0.032 0.327
H 4.083983 21.328556 12.030505 0.678 -0.385 0.214
C 1.231115 23.305674 10.523826 1.065 0.588 -0.107
N 1.946391 24.614093 10.674259 -0.684 0.794 1.447
O 1.283463 25.612067 10.496348 0.079 0.020 -0.721
O 3.062779 24.632861 11.163026 0.065 -0.511 -0.417
H 0.572944 23.228270 11.384816 0.374 0.081 -0.036
H 2.049565 22.592376 10.549430 -0.435 -0.424 -0.241
H 0.662642 23.380633 9.603465 0.025 -0.289 -0.053
C -4.224440 25.411346 13.957229 -0.678 -0.751 0.101
N -5.331130 25.764372 12.988151 0.376 -1.052 0.887
O -5.659176 24.968937 12.131403 0.342 0.798 0.250
O -5.902971 26.807046 13.267973 -0.980 -2.887 -1.932
H -3.288027 25.193262 13.454826 0.000 0.459 -0.144
H -4.538210 24.485833 14.442628 -0.079 -0.076 -0.205
H -4.250198 26.177868 14.719898 0.549 0.247 -0.213
C -5.643239 29.123735 13.996352 -0.084 2.447 0.173
N -4.278554 29.729907 14.188787 -0.736 -1.102 0.626
O -4.074189 30.357992 15.205292 0.199 0.195 -0.370
O -3.442629 29.424525 13.357075 0.152 0.324 -0.090
H -6.044589 29.586059 13.094031 0.146 -0.169 -0.180
H -6.284098 29.455777 14.806669 0.206 -0.099 0.261
H -5.583456 28.050178 13.860852 0.679 1.591 0.813
C -4.102680 25.312121 9.026513 -0.480 0.716 0.598
N -2.845734 25.388121 9.827332 0.412 -1.562 -0.958
O -1.870212 24.873364 9.303621 -0.022 0.454 0.223
O -2.875412 25.804920 10.958960 -0.191 0.440 0.285
H -4.168708 26.190150 8.387430 0.226 -0.012 -0.042
H -4.901994 25.360462 9.762544 -0.118 -0.178 -0.177
H -4.096793 24.401890 8.440616 0.123 -0.008 0.070
C 4.779529 23.930276 17.008415 0.610 0.208 -0.283
N 3.947019 22.717353 17.054039 -0.435 -0.040 0.405
O 3.784810 22.235052 18.157106 -0.043 -0.221 -0.449
O 3.410264 22.350683 16.022121 0.200 -0.082 0.279
H 5.002328 24.148957 15.968547 -0.150 0.094 0.040
H 5.701992 23.763319 17.557270 -0.108 -0.176 0.091
H 4.205741 24.700749 17.512222 0.081 0.129 -0.146
C 3.169544 28.396167 11.858948 0.743 -0.531 -0.865
N 3.813447 29.712745 11.608260 -0.353 0.378 0.620
O 4.056168 30.036551 10.457809 0.172 -0.423 0.073
O 3.915494 30.462043 12.554198 0.266 0.046 0.196
H 3.481061 27.826590 12.728237 0.571 1.021 0.146
H 3.453341 27.787488 11.004633 -0.611 -0.005 -0.158
H 2.125167 28.621101 11.994317 -0.131 0.015 -0.521
```
Positions in Å, forces in eV/Å.

Properties
SMILES string: C[N+](=O)[O-].C[N+](=O)[O-].C[N+](=O)[O-].C[N+](=O)[O-].C[N+](=O)[O-].C[N+](=O)[O-].C[N+](=O)[O-].C[N+](=O)[O-].COC(=O)OC.COC(=O)OC.COC(=O)OC.COC(=O)OC
LUMO, eV: -0.71
E_tot, hartree: -3334.7718